[1]
Density functional theory data (wB97M-V/def2-TZVPD) for C16H18Be2Cl3CsKN4O5 as an isolated structure in a non-equilibrium geometry.

```
50
Properties=species:S:1:pos:R:3:forces:R:3
Cs 2.524190 2.382953 -0.302469 11.050 -3.952 1.089
K -1.284738 3.094827 -5.715598 -3.182 -2.309 0.145
Cl -0.593629 -2.413979 5.673853 -3.456 -0.842 1.179
Cl -2.844514 -2.254514 5.420561 3.379 -0.187 0.303
Cl -2.795577 -0.347922 -2.740070 -0.050 -0.220 -1.596
O 4.325699 -1.396383 -1.767114 0.242 0.369 -0.304
O -7.032415 -3.433115 4.159646 0.646 -1.544 1.019
O -0.411880 -0.994801 3.681532 0.223 1.019 -1.760
O -1.738744 0.701989 -0.708452 0.785 0.832 1.534
O -5.829844 -6.052844 6.023680 -0.648 1.507 -1.031
N 3.738796 -3.411120 -2.620817 -0.193 0.262 0.021
N 0.972571 2.991876 -4.145308 0.017 0.149 -0.116
N 5.446665 -3.248922 -1.095163 -0.100 0.300 0.211
N 0.402456 3.607663 1.558812 0.280 -0.213 -2.788
C 1.093311 5.413400 -0.143381 -0.829 -3.976 -1.073
C -0.179504 -0.664069 2.541050 0.293 -0.051 -0.096
C 0.859764 3.779669 -4.972692 1.719 1.065 0.008
C 0.207533 0.750681 2.186140 -0.367 0.263 -1.204
C 0.258565 2.686219 0.577535 -3.588 1.986 -0.891
C -6.935557 -4.670846 4.463498 -4.768 0.403 -5.975
C -0.199564 -1.601472 1.361759 0.260 0.187 0.869
C 0.974364 4.495523 -1.326579 -2.701 -1.893 5.460
C 0.535935 3.103785 -0.891980 -5.636 3.259 -1.797
C 0.724757 4.805305 -6.037164 0.417 -0.085 0.290
C -0.154458 1.207810 0.964742 1.721 2.299 0.754
C -0.514456 -1.138356 0.163317 -0.006 0.138 0.218
C 4.492136 -2.622081 -1.827153 -0.923 -0.683 0.968
C 0.810770 4.870567 1.160025 0.332 0.395 -1.136
C -5.939315 -4.817331 5.720488 4.758 -0.335 5.978
C -0.891658 0.305550 0.055747 -0.427 -0.329 -1.438
Be 4.768042 -0.040736 -3.290535 -0.173 -0.120 0.319
Be 6.209890 -3.078323 -3.448891 1.035 0.062 -1.148
H 0.745415 1.399064 2.864225 -0.200 -0.128 0.393
H 1.533096 4.689659 -6.756760 0.014 -0.005 -0.010
H 6.016763 -2.678220 -0.493597 0.029 -0.029 -0.014
H 0.077335 -2.629824 1.545244 -0.183 -0.109 0.111
H 5.608497 -4.240625 -1.121671 -0.081 -0.005 0.054
H 3.857915 -4.406585 -2.691727 -0.003 0.002 0.042
H 0.781560 5.797753 -5.594486 -0.005 0.021 -0.005
H -7.880474 -5.194461 4.757237 0.481 0.664 0.970
H -0.503047 -1.783615 -0.701792 -0.457 0.213 -0.286
H 0.912025 5.574463 1.972045 -0.026 -0.043 0.228
H 1.385067 6.438514 -0.288727 0.041 0.159 0.248
H -6.346201 -4.137467 6.512048 -0.921 -0.624 -0.596
H 0.407524 2.278213 -1.708210 -0.129 1.683 1.551
H -0.231290 4.707397 -6.561102 0.795 0.708 -0.151
H -4.999094 -4.283186 5.427519 -0.461 -0.697 -0.948
H 3.020144 -2.966316 -3.167675 0.008 -0.045 -0.035
H -6.536644 -5.355971 3.672856 0.933 0.617 0.596
H 1.151817 4.780205 -2.344444 0.050 -0.141 -0.160
```
Positions in Å, forces in eV/Å.

The total energy comes out at -88299.24413 eV. As for the net charge: +1. The calculation puts the HOMO energy at -8.137 eV.

[2]
Density functional theory data (wB97M-V/def2-TZVPD) for C16H18BrCl2CrN4O4S as an isolated structure in a non-equilibrium geometry.

```
47
Properties=species:S:1:pos:R:3:forces:R:3
Br -3.343800 -5.588300 0.856400 0.178 0.555 -0.104
Cr -0.278500 0.134700 -0.462300 2.222 0.731 2.256
Cl 1.543200 -1.620000 -2.338400 0.212 -0.172 -0.775
Cl -0.517500 0.281800 -2.862300 -0.617 0.435 -0.296
S 2.668300 1.739500 0.030200 0.941 -0.042 -0.106
O 1.107700 -1.232700 0.481600 -0.283 -0.569 -1.726
O 1.615400 -0.807200 2.523200 0.205 -0.035 0.465
O 1.368100 1.285300 -0.656300 -2.071 -0.873 -0.770
O 0.028500 0.233000 1.516500 -1.565 1.480 -0.719
N -1.600900 -1.379600 -0.207400 0.037 -0.296 -0.350
N -1.632300 1.650300 -0.352300 -0.220 -0.026 -0.145
N 0.954700 -0.624500 1.562500 0.961 -0.810 1.072
N -0.907200 6.238900 0.712900 0.329 0.590 0.094
C 3.558700 2.559400 -1.349900 0.056 -0.057 0.181
C -3.819600 2.461800 0.190200 0.270 0.046 0.001
C -1.152900 2.868400 -0.114500 0.325 0.847 0.160
C 3.768800 0.265300 0.000600 0.160 0.043 0.190
C -2.208500 -1.603800 0.969300 -0.113 0.091 0.592
C 4.468100 1.515600 -1.972600 0.161 -0.131 0.025
C -1.948500 3.929500 0.307800 -0.307 -0.629 -0.174
C 4.985600 0.673400 -0.812800 0.107 0.098 -0.196
C -2.742400 -2.822900 1.330300 -0.033 -0.170 -0.233
C -1.573600 -2.398000 -1.081900 -0.020 -0.345 -0.383
C -2.948800 1.463200 -0.216600 -0.780 -0.064 -0.071
C -1.362900 5.207000 0.533800 -0.074 -0.232 -0.018
C 0.734800 -0.723300 -3.633400 0.702 -0.554 0.009
C -2.097700 -3.642900 -0.822000 -0.160 -0.044 0.257
C -3.317300 3.719700 0.487700 0.270 -0.306 -0.145
C -2.679800 -3.885200 0.423900 0.043 -0.002 -0.045
H 3.206300 -0.536600 -0.478600 -0.083 0.215 0.052
H -0.094800 3.017800 -0.273200 -0.039 0.002 0.080
H 5.667000 1.268400 -0.203000 0.052 -0.031 0.016
H 2.813000 2.978800 -2.021700 -0.137 0.044 0.131
H 1.442600 -0.067500 -4.142600 -0.193 -0.052 0.195
H 4.132300 3.369200 -0.903700 -0.017 0.085 0.127
H 5.533000 -0.202300 -1.162300 -0.043 -0.021 0.103
H -1.095700 -2.217000 -2.032000 -0.036 -0.011 0.032
H -4.874300 2.254200 0.272000 -0.066 -0.077 0.025
H 5.296400 1.987000 -2.501300 -0.125 0.048 -0.088
H 4.013000 -0.024700 1.021900 -0.157 0.065 0.030
H -2.045700 -4.417200 -1.570500 0.036 -0.047 -0.061
H -3.193200 -2.959500 2.300900 -0.035 0.100 0.063
H 3.912100 0.897700 -2.680200 0.025 -0.024 -0.020
H -3.951600 4.517600 0.838600 -0.097 0.100 -0.004
H 0.267000 -1.413500 -4.337500 -0.039 0.172 0.222
H -3.328100 0.479600 -0.450400 -0.003 -0.033 -0.010
H -2.244200 -0.765600 1.654500 0.020 -0.095 0.061
```
Positions in Å, forces in eV/Å.

As for the spin multiplicity: 2. The total energy comes out at -165359.39596 eV. As for the net charge: +2. The energy relative to the best compared isomer or geometry (same formula, charge and spin) is 44.1 kJ/mol. The calculation puts the HOMO energy (alpha / beta) at -15.621 / -15.651 eV.

[3]
Density functional theory data (wB97M-V/def2-TZVPD) for C16H18F4N2S5SbSe4Ti as an isolated structure.

```
51
Properties=species:S:1:pos:R:3:forces:R:3
Sb 3.340348 5.466488 0.608304 0.016 -0.015 -0.100
Se 4.350319 4.218032 -1.154718 0.023 0.103 0.015
Se 4.570916 5.974792 2.545717 0.081 0.022 0.120
Se 1.139809 6.301507 0.321566 -0.039 -0.030 -0.044
Se 2.158887 2.045658 1.692899 -0.033 -0.137 0.003
Ti 1.022160 0.443444 0.703769 -0.095 -0.153 0.090
S 0.657685 -5.384848 0.093995 -0.041 -0.010 -0.044
S 2.731169 -3.453628 -0.334888 -0.026 -0.003 -0.002
S -0.758225 -3.778500 2.202972 -0.069 0.015 -0.082
S 1.821691 -1.560785 1.799916 0.248 0.382 -0.088
S 2.720917 -5.924502 -1.985938 -0.044 0.000 -0.032
F -2.396531 0.501984 4.353546 -0.005 -0.001 0.005
F -5.408500 -1.175622 1.146632 -0.006 -0.012 0.001
F -3.562632 -1.058198 -0.734326 0.001 -0.007 0.004
F -0.480021 0.633624 2.410569 -0.115 -0.034 0.086
N 0.964193 1.315846 -1.330291 0.105 -0.042 -0.024
N -0.836178 -0.065719 0.008985 0.121 -0.056 0.125
C -0.693511 3.089244 -0.590262 -0.034 0.009 0.002
C -2.122575 -3.650484 1.013150 0.047 -0.068 -0.011
C -3.226790 -0.649442 0.509695 -0.051 0.095 0.015
C -3.966250 -0.341522 2.803673 0.000 -0.012 0.005
C 0.595735 2.771599 -1.319095 -0.020 0.007 0.035
C 2.337250 1.200072 -1.893324 -0.022 -0.045 -0.019
C -0.021295 0.563678 -2.167336 -0.018 0.028 0.021
C -2.695554 0.117854 3.109491 0.016 -0.008 -0.024
C -0.742034 -0.521698 -1.368497 0.019 -0.032 -0.032
C 2.901572 -0.177199 -1.624790 0.105 -0.023 0.021
C 2.058303 -4.973523 -0.826071 0.112 0.016 0.072
C 0.559945 -3.925798 1.054051 -0.011 0.134 0.009
C -1.929458 -0.202302 0.797702 -0.009 0.045 -0.040
C -4.194975 -0.716335 1.495494 0.014 0.034 -0.019
C -1.738297 0.174796 2.132717 0.008 0.039 0.019
C 1.532220 -3.011100 0.862609 -0.161 -0.054 -0.058
H -4.741878 -0.398573 3.551514 -0.003 0.002 -0.002
H 3.897371 -0.283918 -2.055848 -0.018 0.039 -0.044
H 2.954866 1.964909 -1.422357 -0.042 -0.039 -0.011
H -3.030189 -3.438474 1.576616 0.031 -0.006 0.030
H 3.054097 -0.339419 -0.547093 -0.061 -0.043 0.003
H 1.418876 3.315207 -0.859206 -0.015 -0.023 -0.035
H -1.554323 2.539903 -0.975808 -0.002 -0.015 -0.009
H 2.301892 1.414972 -2.966726 -0.001 0.027 0.004
H 0.487200 0.134473 -3.031849 -0.001 -0.014 0.004
H -0.882665 4.157158 -0.695751 0.018 -0.012 0.000
H -0.602278 2.888211 0.478754 -0.003 0.000 0.000
H 2.279878 -0.978273 -2.030075 -0.011 -0.019 0.035
H 0.538049 3.093251 -2.365657 -0.001 0.006 0.000
H -2.249206 -4.579291 0.460779 -0.018 -0.007 0.005
H -1.929657 -2.830633 0.325141 -0.001 -0.085 0.004
H -0.171045 -1.460723 -1.412090 0.004 -0.002 -0.002
H -0.753156 1.277857 -2.541876 0.010 0.001 -0.010
H -1.708126 -0.724054 -1.826379 0.000 0.003 0.002
```
Positions in Å, forces in eV/Å.

The total energy comes out at -375952.77326 eV. As for the net charge: -1. The energy relative to the best compared isomer or geometry (same formula, charge and spin) is 62.9 kJ/mol. The calculation puts the HOMO energy at -5.067 eV.

[4]
Density functional theory data (wB97M-V/def2-TZVPD) for a 2-piece molecular cluster, C16H18FIN2O4 overall in a non-equilibrium geometry.

```
42
Properties=species:S:1:pos:R:3:forces:R:3
I 3.086692 0.322284 -2.965815 -0.372 1.696 0.900
F 1.355375 6.301101 -0.093627 1.098 -3.819 -1.732
O -0.540220 0.696237 -2.709130 0.917 6.056 2.421
O -0.495175 -3.955023 -0.931462 -0.348 0.364 -0.003
O -2.945465 -2.458789 2.577635 0.343 0.151 0.352
O -1.570014 5.097841 -0.709251 2.198 -4.924 -2.583
N -1.371643 2.894947 -1.902154 0.066 -1.711 1.495
N -0.437051 -1.635563 1.169648 -0.198 0.190 -0.141
C 5.248617 2.871060 -1.508383 3.698 -2.491 3.477
C -1.726846 -0.944838 1.118741 0.153 -0.454 0.509
C -2.310649 -3.147078 3.645039 -0.208 -0.091 -0.238
C 3.669042 3.218345 -1.445563 -1.224 0.915 0.111
C 1.046385 2.614570 -1.862389 2.790 2.362 1.127
C 2.558632 2.208065 -2.012100 -1.290 3.224 1.585
C -0.449478 -2.560171 -1.221550 0.487 0.086 -0.128
C 0.232778 -1.720064 -0.129786 0.094 -0.361 0.153
C 0.672219 4.001560 -1.208256 2.012 -0.358 -0.356
C 6.424965 2.419070 -1.094106 -6.097 2.345 -1.793
C -0.929805 4.129795 -1.218798 1.234 1.951 1.436
C -1.613995 -4.359827 -0.156376 0.310 -0.290 -0.080
C 3.269094 4.619041 -0.783724 -2.972 -2.110 -1.206
C -2.491564 -1.110128 2.434996 -0.273 0.075 -0.617
C 1.729097 5.033216 -0.673566 1.103 -2.803 -1.244
C -0.321379 1.872045 -2.254089 0.720 -1.318 -0.553
H -2.415879 -2.596339 4.584202 0.093 -0.017 0.011
H 0.406392 -0.707637 -0.509947 -0.112 -0.035 -0.027
H 4.078035 5.323260 -0.380706 -1.383 -1.287 -0.752
H -1.558604 0.120954 0.931260 0.046 -0.017 -0.003
H -2.500005 -3.748486 -0.348035 0.073 0.069 0.065
H -2.004424 2.310448 -1.302385 -0.189 1.254 -1.011
H -0.580109 -2.578350 1.516536 -0.010 0.157 -0.022
H -3.387096 -0.481082 2.397179 0.052 0.011 0.011
H -1.361302 -4.342785 0.905841 -0.242 0.065 0.104
H 7.438937 2.047383 -0.675063 -2.347 0.957 -1.282
H 1.222227 -2.155014 0.057959 -0.105 0.033 -0.129
H -2.355832 -1.344027 0.316292 -0.220 0.160 -0.029
H 0.159034 -2.466639 -2.127387 -0.033 -0.013 0.076
H -1.848215 -5.395028 -0.415992 0.057 0.079 -0.063
H -1.893538 -0.780964 3.291858 0.072 -0.187 -0.089
H -1.253045 -3.314061 3.423706 0.098 0.036 0.185
H -1.441309 -2.179852 -1.487705 -0.075 -0.070 0.145
H -2.794888 -4.119462 3.756438 -0.019 0.122 -0.081
```
Positions in Å, forces in eV/Å.

The SMILES is C#Cc1cc(F)c2c(c1I)C(=O)NC2=O.COCCNCCOC. The total energy comes out at -38861.48842 eV. The calculation puts the HOMO energy at -8.656 eV.

[5]
Density functional theory data (wB97M-V/def2-TZVPD) for C16H18LaN2O5 as an isolated structure in a non-equilibrium geometry.

```
42
Properties=species:S:1:pos:R:3:forces:R:3
La 0.042368 0.914253 -2.990201 -0.726 -16.787 3.450
O 0.031275 3.890763 -4.343810 -0.041 -0.471 -0.045
O 3.149593 1.083155 -3.015414 1.167 -0.527 0.330
O 0.034912 2.593093 -0.319603 0.106 -0.233 0.524
O -3.075531 1.071321 -3.015624 -1.094 -0.550 0.288
O -0.399132 -2.487776 2.986151 0.041 1.835 -0.334
N 0.667898 -0.664132 -1.210846 0.233 -0.662 1.397
N -0.618277 -0.239827 3.101503 -0.512 1.332 1.316
C -1.322267 -0.377809 4.395893 0.225 0.293 0.690
C -0.268018 1.120829 2.678846 -0.230 0.884 -0.174
C 0.064997 -0.605580 0.006856 0.041 -0.021 -0.279
C 1.963520 -2.514058 -0.452862 0.189 -0.269 -0.088
C 1.611233 -1.607075 -1.439665 -0.176 0.033 0.541
C -2.740600 -0.909239 4.191699 -0.715 -0.459 -0.616
C 1.352906 -2.444232 0.792134 0.019 0.092 0.247
C 0.038526 0.590749 -5.296502 0.139 -4.393 -3.746
C 0.033831 2.052109 -1.314788 -0.188 8.726 9.074
C -1.959075 1.073193 -3.026336 -13.768 2.948 -0.991
C 0.033590 2.872135 -3.882199 0.251 9.481 -2.916
C 1.245212 1.333846 2.628002 0.590 -0.322 0.086
C -0.246639 -1.396196 2.431313 0.475 -2.970 -0.419
C 0.041509 -0.624451 -4.624747 -0.361 -0.826 -7.887
C 0.394963 -1.448249 1.050853 0.062 0.380 -0.014
C 2.032611 1.086539 -3.030608 13.977 3.283 -1.138
H -3.302361 -0.217302 3.540131 0.132 -0.276 0.354
H 1.454740 2.375965 2.348391 -0.155 -0.310 0.151
H -0.669650 1.866356 3.382924 -0.109 -0.741 -0.021
H 2.108558 -1.652991 -2.420191 -0.308 0.157 0.454
H 1.643710 -3.151903 1.565744 -0.135 0.138 -0.048
H -0.736464 0.136581 0.139354 0.477 -0.394 -0.217
H 1.672030 1.142174 3.629307 -0.098 0.149 -0.505
H 0.968489 -1.170041 -4.469901 0.162 0.154 0.414
H -0.741991 -1.030203 5.072607 -0.142 -0.073 -0.511
H -0.889399 1.003774 -5.694215 -0.092 0.085 0.260
H -3.247552 -0.969150 5.165485 0.276 0.090 -0.281
H 1.731978 0.671602 1.898444 -0.040 0.241 0.260
H -0.756028 1.377427 1.723063 0.216 -0.431 0.219
H -1.416101 0.600934 4.898791 0.446 -0.284 -0.634
H 0.964245 1.007776 -5.693848 0.066 0.052 0.190
H -2.732398 -1.908520 3.732957 -0.038 0.331 0.260
H 2.724604 -3.272150 -0.649277 -0.273 0.231 0.045
H -0.885797 -1.173671 -4.469802 -0.087 0.087 0.314
```
Positions in Å, forces in eV/Å.

The total energy comes out at -30914.42477 eV. As for the net charge: +3. The energy relative to the best compared isomer or geometry (same formula, charge and spin) is 1372.0 kJ/mol. The calculation puts the HOMO energy (alpha / beta) at -19.801 / -18.249 eV.